Entry from the OMol25 dataset: a structure of composition C5H10O2 at a distorted geometry (wB97M-V/def2-TZVPD).

Last column: Löwdin charge in e.
Geometry (Å):
C -1.07332 -0.24907 -0.27440  -0.449
C 1.03799 0.63682 -0.58729  -0.220
C 0.74148 -1.33690 -0.31669  -0.083
C -2.46173 0.07916 0.18528  0.012
C 1.80771 1.01869 0.64798  -0.063
O -0.30301 0.90562 -0.57980  -0.084
O -0.34287 -1.06907 0.58702  -0.109
H -0.72736 -0.95901 -1.24190  0.179
H 1.49344 0.93055 -1.53317  0.125
H 0.58125 -2.24246 -0.90918  0.098
H 1.65628 -1.54210 0.23625  0.081
H -2.92725 0.77254 -0.51152  0.087
H -3.04358 -0.83734 0.24915  0.086
H -2.43067 0.54023 1.17368  0.094
H 2.87181 0.85598 0.48238  0.081
H 1.64412 2.07154 0.88929  0.085
H 1.47570 0.42482 1.50291  0.081

Forces on the atoms, in the same order (eV/Å):
1.45 -2.04 -2.58
-0.48 -3.49 -0.29
2.36 1.97 2.23
0.24 -0.16 -0.26
-0.17 -0.11 -0.06
-0.73 1.29 0.73
0.77 -0.12 -0.11
-3.10 2.12 0.77
-0.01 -0.15 0.04
-0.40 0.66 -0.65
-0.05 -0.04 0.39
-0.03 -0.04 -0.02
-0.05 0.01 -0.04
0.14 0.00 -0.04
0.04 0.01 0.03
0.01 0.00 -0.08
0.01 0.07 -0.06

Values from the calculation:
DFT total energy (Ha): -346.86677
Net charge: 0
Gap between HOMO and LUMO (eV): 10.57